Entry 1:
A structure of composition C35H41CsF5N6O4PS2Te in a non-equilibrium geometry, computed with ωB97M-V with the def2-TZVPD basis set.

Computed properties:
Total energy (eV): -106482.5352
Net charge: -2
LUMO level (alpha / beta) (eV): 3.60 / 3.31
HOMO energy (alpha / beta) (Ha): -0.11739 / -0.05725

Last column: Mulliken charge in e.
Positions of all 96 atoms, in Å:
Cs  1.427  0.460  0.256  1.268
Te  5.047  -0.615  -0.302  1.880
S  -1.810  0.094  1.672  0.132
S  3.565  4.862  1.875  -0.533
P  -1.625  -1.503  -1.784  1.588
F  3.568  -1.682  0.670  -0.645
F  6.554  -1.676  0.645  -0.560
F  5.145  -1.904  -1.839  -0.601
F  6.470  0.470  -1.128  -0.556
F  5.135  0.678  1.236  -0.583
O  0.119  2.077  -2.909  -0.273
O  -1.039  1.598  -0.003  -0.512
O  -2.088  2.789  -1.573  -0.928
O  3.698  0.393  -1.093  -0.927
N  2.681  1.023  4.947  0.127
N  2.938  5.080  -0.676  -0.146
N  4.485  3.456  -0.208  0.096
N  0.516  0.594  5.721  0.178
N  0.911  1.326  3.480  -0.391
N  -0.327  0.882  -3.421  -0.334
C  -2.117  -1.580  -3.556  -0.281
C  1.331  1.000  4.642  0.441
C  -2.074  1.978  -0.620  0.654
C  0.836  -4.833  -1.680  -0.747
C  -2.956  -2.495  -0.990  0.137
C  -0.306  -4.048  -1.645  -0.158
C  -5.708  0.169  0.700  -0.425
C  -2.684  -3.105  0.238  -0.649
C  3.249  -0.144  5.605  -1.149
C  -3.685  -3.732  0.961  -0.846
C  -2.090  -0.415  -4.332  0.340
C  -5.744  1.059  -0.371  -0.809
C  -3.364  1.363  -0.163  -0.271
C  3.565  1.562  3.918  -0.797
C  2.188  -2.876  -2.056  -1.002
C  0.723  1.266  6.991  -1.214
C  -3.325  0.470  0.911  0.778
C  -0.881  0.374  5.426  -0.991
C  -2.569  -0.454  -5.643  -0.497
C  -1.534  0.858  -3.814  -0.676
C  -2.553  -2.771  -4.143  0.160
C  3.297  3.307  -2.314  -0.215
C  2.080  -4.248  -1.881  -0.673
C  4.648  3.191  -1.633  -0.583
C  -4.990  -3.752  0.481  -0.443
C  -2.999  -2.806  -5.451  -0.758
C  -4.271  -2.506  -1.448  -0.446
C  2.732  4.693  -2.068  -0.677
C  -5.277  -3.131  -0.724  -0.717
C  -4.566  1.651  -0.794  -0.418
C  -3.021  -1.634  -6.201  -0.615
C  3.675  4.412  0.243  0.093
C  1.045  -2.092  -2.015  -1.108
C  -4.518  -0.124  1.336  -0.843
C  -0.208  -2.666  -1.806  0.545
H  -5.775  -4.237  1.049  0.344
H  5.356  3.919  -2.053  0.318
H  -3.330  -3.741  -5.886  0.418
H  -1.675  -3.084  0.630  0.582
H  1.780  1.471  7.139  0.405
H  -6.293  -3.120  -1.102  0.384
H  2.337  5.771  -0.263  0.206
H  -3.375  -1.649  -7.225  0.365
H  4.166  0.145  6.123  0.343
H  4.874  2.800  0.461  0.210
H  -0.987  -0.254  4.544  0.226
H  -0.100  1.401  3.438  0.002
H  0.364  0.633  7.807  0.342
H  -0.646  2.514  -2.448  0.282
H  4.529  1.783  4.378  0.248
H  3.732  0.860  3.097  0.284
H  -3.443  -4.200  1.908  0.385
H  3.152  2.477  3.507  0.223
H  -4.543  2.348  -1.623  0.473
H  -1.271  -4.510  -1.474  0.347
H  -2.543  -3.681  -3.555  0.333
H  3.375  3.131  -3.387  0.468
H  2.649  2.532  -1.901  -0.025
H  1.663  4.715  -2.286  0.359
H  5.046  2.189  -1.740  0.064
H  2.550  -0.560  6.329  0.402
H  -1.437  1.307  5.249  0.380
H  0.753  -5.905  -1.537  0.396
H  2.979  -4.852  -1.886  0.417
H  3.502  -0.923  4.876  0.333
H  -2.168  1.743  -3.776  0.500
H  -4.520  -2.015  -2.382  0.440
H  -6.681  1.278  -0.868  0.369
H  1.127  -1.022  -2.165  1.079
H  -1.339  -0.136  6.276  0.297
H  3.161  -2.422  -2.191  0.502
H  -4.498  -0.832  2.156  0.401
H  0.180  2.223  7.037  0.350
H  -6.621  -0.312  1.034  0.383
H  -2.555  0.457  -6.231  0.473
H  3.223  5.421  -2.724  0.271


Entry 2:
The molecule C10H13NO3 in a non-equilibrium geometry, computed with ωB97M-V with the def2-TZVPD basis set.

Computed properties:
Total energy (eV): -18211.9303
Net charge: 0
LUMO level (eV): 0.85
HOMO energy (Ha): -0.29429

Last column: Mulliken charge in e.
Positions of all 27 atoms, in Å:
O  -0.597  1.340  3.162  -0.462
O  -0.478  -1.454  2.540  -0.413
O  -0.295  3.049  1.632  -0.492
N  1.456  -0.474  -4.064  -0.578
C  -0.467  -0.521  1.547  -0.139
C  1.414  -0.236  -2.609  -0.392
C  -0.613  -2.790  2.126  -0.800
C  -0.316  1.836  0.976  0.801
C  -0.055  -0.066  -2.250  -1.249
C  -0.214  0.239  -0.772  0.057
C  -0.689  2.721  2.992  -0.209
C  -0.484  0.799  1.906  1.420
C  -0.347  -0.784  0.137  -0.376
C  -0.238  1.571  -0.366  -1.172
H  -1.747  3.119  3.171  0.216
H  -0.227  2.349  -1.108  0.446
H  -0.008  3.188  3.694  0.226
H  2.079  0.647  -2.388  0.349
H  0.946  -1.342  -4.331  0.215
H  0.363  -3.128  1.674  0.323
H  -0.534  0.707  -2.889  0.395
H  -0.295  -1.830  -0.255  0.313
H  -1.388  -2.922  1.317  0.318
H  -0.883  -3.432  2.969  0.244
H  1.824  -1.031  -1.993  0.312
H  2.398  -0.562  -4.319  0.227
H  -0.608  -0.994  -2.500  0.419


Entry 3:
A structure of composition C7H12N2O5S5Tb in a non-equilibrium geometry, computed with ωB97M-V with the def2-TZVPD basis set.

Computed properties:
Total energy (eV): -97288.5328
Net charge: -1
2S+1: 7
⟨S²⟩: 12.689
LUMO level (alpha / beta) (eV): 2.31 / 2.32
HOMO energy (alpha / beta) (Ha): -0.17574 / -0.17670

Last column: Mulliken charge in e.
Positions of all 32 atoms, in Å:
Tb  -2.202  0.191  -0.349  1.108
S  -2.296  2.732  3.386  -0.196
S  -2.058  4.474  1.052  -0.200
S  -4.381  -0.614  -1.236  1.340
S  -1.124  0.333  2.171  -0.516
S  -0.812  2.505  -0.732  -0.501
O  -3.429  -0.097  -2.263  -0.640
O  -4.409  0.507  -0.231  -0.651
O  -3.556  -1.652  -0.542  -0.653
O  -5.659  -1.027  -1.698  -0.730
O  -3.009  5.279  3.375  -0.610
N  0.817  -1.550  -0.235  -0.313
N  0.024  -0.900  -1.241  -0.436
C  2.674  0.140  -0.439  -1.676
C  2.852  -2.112  -1.490  -1.738
C  2.289  -1.338  -0.313  1.743
C  -2.524  4.363  2.747  0.573
C  -1.471  2.837  0.872  0.269
C  2.802  -1.907  1.000  -1.723
C  -1.586  2.028  1.952  0.284
H  2.460  -1.723  -2.438  0.375
H  3.942  -2.008  -1.538  0.399
H  0.504  -1.143  0.643  0.207
H  2.422  -1.330  1.851  0.377
H  3.739  0.265  -0.216  0.442
H  3.894  -1.868  1.037  0.414
H  -0.077  -1.514  -2.039  0.211
H  0.473  -0.043  -1.553  0.299
H  2.093  0.772  0.238  0.305
H  2.479  -2.946  1.106  0.409
H  2.531  0.518  -1.458  0.436
H  2.599  -3.174  -1.416  0.391


Entry 4:
A structure of composition C24H25N5PdS, computed with ωB97M-V with the def2-TZVPD basis set.

Computed properties:
Total energy (eV): -47047.6837
Net charge: +2
LUMO level (eV): -5.73
HOMO energy (Ha): -0.51426

Last column: Mulliken charge in e.
Positions of all 56 atoms, in Å:
Pd  0.205  -0.791  -0.109  0.194
S  2.429  -1.395  -0.230  -0.386
N  -0.057  -0.980  -2.099  0.370
N  -1.829  -1.633  -0.032  0.603
N  -0.977  1.400  -0.173  0.688
N  4.789  -0.289  -0.017  -0.047
N  0.091  -0.965  1.906  0.482
C  -1.778  -2.473  -1.253  -0.943
C  -2.210  1.625  0.296  0.571
C  0.615  -0.357  -3.068  0.020
C  3.083  1.266  0.374  -0.329
C  3.456  -0.049  0.063  0.611
C  -3.005  -0.738  -0.084  -1.203
C  -0.338  2.411  -0.772  0.000
C  -2.949  0.449  0.879  -1.008
C  0.875  -0.392  2.823  0.057
C  -2.133  3.917  -0.397  -0.396
C  5.405  1.925  0.486  -0.634
C  -1.226  -1.914  3.643  -0.901
C  -1.579  -1.843  -3.705  -0.951
C  5.750  0.643  0.181  -0.307
C  -1.141  -1.728  -2.400  0.702
C  -1.760  -2.411  1.225  -1.000
C  -2.814  2.872  0.203  -0.995
C  -0.883  -1.194  -4.716  -0.371
C  -0.866  3.680  -0.907  -1.177
C  0.234  -0.443  -4.393  -0.986
C  0.658  -0.546  4.177  -0.958
C  -0.952  -1.724  2.301  0.632
C  -0.412  -1.321  4.595  -0.442
C  4.040  2.231  0.583  -0.630
H  2.029  1.495  0.448  0.619
H  -2.453  -2.441  -3.926  0.472
H  -2.072  -2.522  3.934  0.489
H  0.646  2.188  -1.171  0.317
H  0.807  0.072  -5.151  0.444
H  1.697  0.200  2.449  0.260
H  -2.501  0.157  1.831  0.357
H  -3.970  0.754  1.108  0.526
H  1.484  0.208  -2.759  0.411
H  3.736  3.241  0.825  0.451
H  6.168  2.671  0.645  0.439
H  -1.266  -3.361  1.008  0.460
H  -2.770  -2.836  -1.535  0.395
H  6.770  0.302  0.083  0.424
H  -1.152  -3.342  -1.041  0.391
H  -0.300  4.456  -1.401  0.450
H  -1.212  -1.278  -5.743  0.447
H  1.317  -0.065  4.885  0.467
H  5.076  -1.235  -0.241  0.268
H  -2.589  4.895  -0.478  0.430
H  -3.900  -1.340  0.109  0.444
H  -2.759  -2.646  1.604  0.326
H  -3.079  -0.361  -1.106  0.532
H  -3.813  3.016  0.593  0.468
H  -0.613  -1.462  5.649  0.448


Entry 5:
A structure of composition C12H19ClFGeN6O4Ru, computed with ωB97M-V with the def2-TZVPD basis set.

Computed properties:
Total energy (eV): -104209.3826
Net charge: +1
LUMO level (alpha / beta) (eV): -4.80 / -4.80
HOMO energy (alpha / beta) (Ha): -0.47347 / -0.47345

Last column: Mulliken charge in e.
Positions of all 45 atoms, in Å:
Ru  -0.040  0.293  -0.089  0.465
Ge  0.518  -0.898  -2.888  0.663
Cl  -0.739  2.908  0.280  1.948
F  -1.716  0.194  -0.973  -0.651
O  0.081  2.313  -0.837  -0.717
O  -2.041  3.190  -0.149  -0.557
O  -0.731  1.739  1.249  -0.602
O  -0.059  3.997  0.852  -0.546
N  2.287  -0.961  3.179  -0.697
N  2.593  2.257  0.778  -0.164
N  4.017  -0.101  4.409  -0.320
N  3.315  1.111  2.606  -0.748
N  1.473  0.308  1.360  0.369
N  -0.392  -1.448  0.878  0.397
C  1.479  -0.759  2.180  -0.231
C  3.192  0.035  3.376  0.330
C  1.493  -0.204  -1.148  -1.231
C  -1.442  -2.230  0.616  -0.318
C  -0.651  -2.418  -2.606  -1.123
C  0.433  -1.764  1.894  1.049
C  2.187  -1.458  -3.728  -1.227
C  0.270  -2.911  2.641  -0.689
C  2.460  1.220  1.597  0.431
C  -0.793  -3.750  2.340  -0.447
C  -1.666  -3.397  1.327  -1.029
C  -0.290  0.622  -3.763  -1.086
H  2.014  0.621  -1.642  0.512
H  -0.949  -4.658  2.907  0.448
H  2.672  -2.251  -3.161  0.390
H  -0.652  0.299  -4.740  0.439
H  -2.108  -1.881  -0.157  0.796
H  0.963  -3.112  3.445  0.547
H  -0.229  -3.114  -1.881  0.347
H  2.872  -0.619  -3.837  0.386
H  0.440  1.417  -3.911  0.341
H  -1.636  -2.086  -2.289  0.302
H  -2.523  -4.008  1.084  0.454
H  1.946  -1.840  -4.721  0.408
H  -0.765  -2.945  -3.554  0.468
H  1.931  2.449  0.043  0.138
H  3.280  2.951  1.018  0.291
H  4.699  0.614  4.595  0.254
H  -1.130  0.997  -3.184  0.328
H  3.941  -0.903  5.009  0.244
H  2.198  -0.946  -0.774  0.637


Entry 6:
A structure of composition C40H40N2PPd in a non-equilibrium geometry, computed with ωB97M-V with the def2-TZVPD basis set.

Computed properties:
Total energy (eV): -57846.5515
Net charge: +3
2S+1: 5
⟨S²⟩: 6.051
LUMO level (alpha / beta) (eV): -8.91 / -12.85
HOMO energy (alpha / beta) (Ha): -0.57822 / -0.60429

Last column: Mulliken charge in e.
Positions of all 84 atoms, in Å:
Pd  0.075  -0.875  0.563  -0.471
P  0.191  -1.776  2.652  1.120
N  1.241  -0.213  -0.970  0.035
N  -1.132  0.647  -0.553  0.000
C  -0.918  -2.716  0.219  0.228
C  -0.859  2.644  -1.907  -0.230
C  2.285  -0.951  -1.336  -0.318
C  -1.965  -5.792  2.198  -0.626
C  -2.261  -1.450  5.917  -0.737
C  2.498  -2.336  4.039  0.088
C  -1.010  -3.687  1.282  0.154
C  -1.419  -5.503  3.408  -1.082
C  4.781  2.240  -3.749  -1.535
C  -2.328  -4.167  -1.147  -0.957
C  2.047  -0.037  3.392  -0.565
C  0.898  0.906  -1.672  0.151
C  -0.270  -3.518  2.472  0.947
C  4.859  0.058  -4.660  -1.776
C  3.696  -1.938  4.622  -0.801
C  1.772  1.347  -2.731  -0.230
C  -3.381  4.409  -3.437  -1.382
C  4.061  -0.614  4.613  -0.505
C  1.680  -1.357  3.439  1.077
C  -2.378  -1.030  3.064  -0.594
C  -1.794  -4.897  1.136  0.727
C  -1.606  -2.942  -0.905  -0.102
C  2.909  0.645  -3.071  0.514
C  -0.510  -4.415  3.545  -0.414
C  3.802  1.126  -4.199  1.623
C  -2.964  2.086  -1.005  -1.065
C  -3.456  -1.024  5.271  -0.708
C  -1.694  5.605  -2.095  -1.765
C  -1.113  -1.525  5.121  -0.164
C  -3.458  -0.804  3.870  -0.494
C  -2.452  0.973  -0.412  -0.951
C  3.105  -0.610  -2.417  -0.998
C  -2.513  -5.062  -0.082  -0.628
C  -1.176  -1.293  3.734  0.917
C  -0.374  1.445  -1.323  0.278
C  2.863  1.429  -5.397  -1.447
C  -2.660  4.420  -2.013  1.734
C  3.230  0.324  3.980  -0.613
C  -3.808  4.789  -0.983  -1.628
C  -2.138  3.052  -1.656  0.341
H  -3.031  -5.992  -0.179  0.456
H  -2.422  -0.825  2.038  0.174
H  2.298  2.392  -5.161  0.367
H  -2.664  -6.668  2.033  0.366
H  -2.587  4.340  -4.203  0.386
H  5.355  0.330  -5.621  0.373
H  4.062  -1.146  -2.533  0.388
H  3.646  1.339  3.832  0.367
H  5.382  2.540  -4.623  0.423
H  -4.008  2.210  -0.755  0.274
H  -3.052  0.261  -0.024  0.772
H  2.020  -3.363  4.204  0.115
H  -0.122  -1.881  5.535  0.401
H  -4.160  5.803  -1.201  0.417
H  0.086  -4.322  4.423  0.363
H  3.409  1.614  -6.336  0.422
H  -3.972  3.458  -3.563  0.331
H  -4.643  4.123  -1.105  0.409
H  -3.923  5.336  -3.593  0.419
H  -1.546  -2.245  -1.789  0.358
H  -1.689  -5.978  4.307  0.544
H  -0.953  5.604  -2.932  0.361
H  -2.284  6.528  -2.211  0.433
H  1.434  0.677  2.804  0.348
H  -0.232  3.332  -2.499  0.345
H  4.426  -0.976  -4.877  0.384
H  -3.460  4.630  0.083  0.373
H  2.107  0.620  -5.660  0.287
H  -4.250  -1.026  5.968  0.448
H  2.447  -1.884  -0.761  0.479
H  5.592  -0.144  -3.903  0.468
H  5.463  1.953  -2.955  0.412
H  -1.029  5.704  -1.234  0.423
H  1.587  2.385  -3.166  0.159
H  -2.133  -1.638  6.928  0.562
H  -4.372  -0.654  3.330  0.467
H  -2.857  -4.293  -2.034  0.504
H  5.005  -0.320  4.952  0.498
H  4.421  -2.593  5.098  0.438
H  4.294  3.154  -3.433  0.340